Entry 1:
Below is C5H6OS2 in the gas phase, with properties calculated with wB97M-V/def2-TZVPD.

## Properties
ΔE to the lowest compared entry with this formula, charge and spin (kcal/mol): 56.1
Energy (Ha): -1065.63925
HOMO-LUMO gap (eV): 9.85
Structure (SMILES): O=C1SC[C@@]2(S)C[C@H]12
HOMO energy (eV): -9.384

Last column: Mulliken charge in e.
Element x y z (Å)
H: 0.615 1.967 -1.300  0.376
C: 0.449 -1.621 -0.763  0.235
H: -1.414 -0.760 -0.603  0.224
C: 0.022 1.062 -1.141  -0.762
S: 1.782 0.474 0.908  -0.174
H: -0.411 -0.283 2.264  0.324
S: 0.800 -0.356 -2.089  -0.078
H: -1.010 1.227 -1.488  0.300
C: -0.558 -0.878 0.069  -0.022
H: -1.909 0.240 1.360  0.241
O: 0.936 -2.711 -0.749  -0.508
C: -0.870 -0.084 1.296  -0.531
H: 1.494 1.229 1.973  0.130
C: 0.073 0.493 0.261  0.246

***

Entry 2:
Below is 2 unconnected molecules or ions with the total composition C3HO4 in a non-equilibrium geometry, with properties calculated with wB97M-V/def2-TZVPD.

## Properties
ΔE to the lowest compared entry with this formula, charge and spin (kcal/mol): 34.1
Energy (Ha): -415.87858
Total charge: -1
HOMO-LUMO gap (eV): 8.10
HOMO energy (eV): -3.930

Last column: Mulliken charge in e.
Element x y z (Å)
O: 2.305 1.266 -0.459  -0.533
O: -1.042 -0.455 1.115  -0.372
O: 1.752 -0.754 0.382  -0.473
H: -1.085 1.426 0.012  0.219
C: 1.655 0.342 -0.055  0.590
C: -1.267 -0.715 -0.168  0.685
C: -0.556 0.478 -0.004  -0.483
O: -1.761 -1.589 -0.824  -0.634

***

Entry 3:
Below is a molecular structure, C41H62N4OScSi in a non-equilibrium geometry, with properties calculated with wB97M-V/def2-TZVPD.

## Properties
ΔE to the lowest compared entry with this formula, charge and spin (kcal/mol): 4.0
Energy (Ha): -2944.08990
Total charge: +1
HOMO-LUMO gap (eV): 7.45
HOMO energy (eV): -10.365

Last column: Mulliken charge in e.
Element x y z (Å)
C: 2.597 1.342 2.764  -0.961
H: 3.968 -7.873 0.440  0.465
H: -3.685 2.851 -0.688  0.111
C: 0.858 1.086 -2.246  0.412
C: -1.530 -2.008 -2.913  1.472
C: 5.911 0.394 3.590  -1.540
N: 1.522 -0.101 1.192  1.112
H: 0.979 1.854 1.456  -0.227
H: 2.059 1.595 -5.368  0.455
H: 2.364 3.388 -0.693  0.262
C: -4.503 1.159 0.396  0.651
C: 4.527 0.545 4.241  1.916
C: -0.229 -1.267 3.601  -1.298
H: 3.377 -0.428 5.823  0.365
H: -1.560 5.074 -1.710  0.380
C: 3.086 -3.409 0.877  -0.160
O: -1.089 -1.519 -1.628  0.839
H: 4.099 -1.951 -3.006  0.556
H: 3.442 2.105 5.329  0.418
C: 0.982 1.655 -3.531  -0.885
H: 5.123 -0.342 6.120  0.448
H: 1.914 4.031 -2.286  0.324
H: 3.502 -0.326 -4.660  0.472
H: 2.618 -2.606 -2.282  -0.043
C: -4.480 2.646 0.034  -1.344
H: -0.050 3.221 1.517  0.325
C: -1.731 -1.216 1.577  -0.776
H: -1.848 0.036 -3.512  0.255
C: 4.995 -5.545 1.171  -1.978
Si: -0.078 3.264 -1.009  0.176
H: -3.151 -1.176 -0.008  0.049
C: 3.875 -5.733 0.147  1.966
H: -0.763 -1.722 4.438  0.504
H: -1.757 -4.138 -2.524  0.368
C: 2.360 -1.085 1.550  -0.556
H: -3.040 -3.110 -1.843  0.265
C: -0.321 -2.339 -3.769  -1.263
H: 0.329 2.475 -3.823  0.318
H: -1.242 1.265 3.800  0.397
H: 5.597 -4.652 0.967  0.367
C: 4.362 -0.505 5.349  -1.584
H: 6.692 0.578 4.336  0.448
H: 6.062 -0.613 3.186  0.318
H: -3.024 2.292 2.477  0.464
H: 6.043 1.113 2.773  0.363
C: 3.316 -0.904 2.529  -0.485
C: 1.603 -4.743 -0.408  -1.170
C: -0.598 3.721 0.709  -0.871
H: -2.498 -1.166 -4.648  0.467
H: -4.009 0.361 -1.559  0.099
N: 1.586 -0.023 -1.937  1.163
H: 4.484 -1.527 4.977  0.314
C: 2.150 -2.394 0.853  -0.048
C: 1.934 1.153 -4.385  -0.630
H: -3.346 -0.843 -3.125  0.328
H: -0.226 -3.738 -0.928  0.304
H: 5.182 2.045 5.642  0.428
C: -2.715 -0.604 0.794  -0.135
H: 2.634 2.334 3.202  0.537
C: -1.650 0.724 2.948  -0.846
H: -5.309 1.012 1.121  0.402
C: 2.736 0.066 -4.003  -1.046
H: 4.029 -3.249 1.382  0.479
H: -0.797 4.336 -3.129  0.429
H: 5.236 -6.492 -1.369  0.456
H: -5.099 -0.693 -0.631  0.380
Sc: -0.027 -0.503 -0.536  -2.265
C: 2.513 -0.519 -2.786  0.630
C: -1.257 4.113 -2.157  -1.383
C: 3.202 -7.094 0.385  -1.687
C: 4.483 -5.701 -1.269  -1.566
N: 0.992 -2.517 0.190  1.380
C: -2.380 -3.253 -2.703  -1.662
H: -5.713 0.792 -1.356  0.514
H: 5.667 -6.403 1.126  0.451
C: 1.657 1.083 1.787  -0.766
C: -4.849 0.350 -0.854  -1.574
H: -1.473 -2.249 1.376  0.507
H: 1.640 5.011 -0.832  0.435
H: 2.641 -7.104 1.325  0.381
H: 0.501 -0.568 4.019  0.232
H: 0.200 -1.430 -4.090  0.207
H: 0.380 -2.968 -3.209  0.084
H: 4.595 2.732 4.125  0.398
C: 4.421 1.940 4.863  -2.029
H: 1.321 -5.657 -0.922  0.327
H: -0.636 -2.886 -4.664  0.533
C: 0.727 -3.683 -0.413  -1.134
H: -1.661 3.557 0.879  0.077
C: 2.838 -4.616 0.228  0.337
N: 0.033 1.528 -1.224  1.386
C: -2.358 -0.930 -3.589  -1.639
H: -5.430 2.924 -0.433  0.491
H: -3.001 -3.456 -3.582  0.442
C: 3.275 -1.727 -2.328  -0.828
C: -2.657 1.311 2.186  -0.505
C: -1.198 -0.570 2.684  0.934
C: 3.458 0.333 3.169  0.294
H: 3.679 -1.560 -1.329  0.048
H: 2.520 -7.367 -0.426  0.334
C: 1.612 3.987 -1.233  -1.090
C: -3.238 0.645 1.101  0.483
H: -0.410 4.803 0.805  0.572
H: 3.715 -5.861 -2.035  0.317
H: 4.969 -4.738 -1.467  0.301
H: 4.604 -5.478 2.192  0.425
H: 0.307 -2.067 3.085  0.117
H: -2.168 3.523 -2.340  0.317
H: -4.343 3.299 0.900  0.371
H: 3.946 -1.737 2.818  0.626

***

Entry 4:
Below is C5H7N in the gas phase, with properties calculated with wB97M-V/def2-TZVPD.

## Properties
ΔE to the lowest compared entry with this formula, charge and spin (kcal/mol): 119.0
Energy (Ha): -249.28367
HOMO-LUMO gap (eV): 8.93
HOMO energy (eV): -8.273

Last column: Mulliken charge in e.
Element x y z (Å)
C: 0.540 1.190 -0.279  0.139
H: 2.039 -0.097 -0.991  0.354
C: -0.374 2.163 -0.042  -0.669
H: 0.188 -1.927 -0.855  0.278
H: -0.166 2.674 0.914  0.223
N: -2.005 -0.615 0.153  -0.538
C: 0.390 -1.263 -0.003  -0.499
C: 1.083 -0.003 -0.486  -0.241
H: 0.959 2.209 -0.716  0.248
H: 1.054 -1.814 0.674  0.294
H: -1.902 -0.607 -0.868  0.264
H: -0.894 -0.962 1.797  0.364
C: -0.911 -0.949 0.702  -0.217

***

Entry 5:
Below is a molecular structure, C24H36N3Si3V, with properties calculated with wB97M-V/def2-TZVPD.

## Properties
Multiplicity: 4
ΔE to the lowest compared entry with this formula, charge and spin (kcal/mol): 0.0
Energy (Ha): -2912.83365
Total charge: +1
HOMO-LUMO gap (alpha / beta) (eV): 6.22 / 7.23
HOMO energy (alpha / beta) (eV): -9.736 / -10.943

Last column: Mulliken charge in e.
Element x y z (Å)
C: -0.605 3.271 1.175  0.614
C: 4.817 -0.357 -1.713  -0.359
H: -0.652 -0.516 -3.955  0.318
H: -1.883 -3.991 0.361  0.315
C: -3.410 -1.158 0.415  -1.163
H: 1.256 0.724 5.442  0.461
H: 1.682 -3.010 -3.443  0.443
C: -0.012 2.346 4.793  -0.632
C: 0.834 1.264 4.607  -0.881
C: 1.121 0.870 3.313  -0.220
C: -2.691 0.788 -1.726  -1.076
H: -3.760 -2.136 -2.554  0.408
Si: -2.241 -0.916 -1.043  -0.073
Si: 0.705 -1.261 -1.965  -1.069
H: -2.154 -2.095 -3.274  0.299
H: 2.183 -1.461 1.425  0.165
C: 2.426 -0.527 -1.474  0.388
H: -0.075 2.837 -2.035  0.385
H: -0.360 -4.415 -0.424  0.284
C: -0.521 3.016 3.688  -0.806
H: -1.902 -2.245 2.643  0.497
C: -0.958 -1.724 2.481  -1.177
N: 2.443 0.499 -0.595  0.877
C: 1.042 -3.013 -2.558  -1.188
C: 3.599 1.095 -0.278  -0.262
H: 2.251 -2.857 0.364  0.251
H: -2.051 1.110 -2.548  0.316
C: 0.294 -0.234 -3.493  -1.054
C: -0.449 -1.028 -0.537  1.943
H: -1.176 -0.654 2.545  0.217
Si: -0.160 -2.260 0.842  0.390
H: -2.231 5.959 -0.049  0.445
H: 3.544 1.912 0.431  0.418
H: 1.080 -0.368 -4.241  0.386
H: -0.301 -1.981 3.316  0.416
H: -1.175 3.862 3.827  0.391
H: -3.359 -2.158 0.848  0.270
C: 4.808 0.701 -0.814  -0.973
H: 0.248 0.833 -3.260  0.188
H: -1.726 4.858 2.099  0.398
C: -1.645 5.050 -0.032  -0.576
H: 1.841 -3.071 2.060  0.478
H: -3.240 -0.438 1.218  0.301
C: -0.174 2.578 2.421  0.704
H: -1.359 4.961 -2.170  0.470
H: -3.719 0.773 -2.097  0.514
C: -0.798 -3.988 0.480  -1.043
H: -2.501 -3.217 -1.962  0.301
N: -0.170 2.721 0.017  0.395
H: -4.433 -1.012 0.057  0.442
H: -0.559 -4.652 1.315  0.418
C: -2.692 -2.208 -2.332  -1.021
H: 5.746 -0.700 -2.149  0.461
C: -1.166 4.502 -1.212  -0.890
H: -2.649 1.547 -0.938  0.187
N: 0.629 1.503 2.245  0.338
H: -0.272 2.674 5.790  0.453
C: 1.698 -2.416 1.196  -1.104
H: 0.100 -3.485 -2.846  0.357
C: -1.362 4.430 1.178  -0.851
C: -0.442 3.325 -1.141  -0.101
H: 1.754 0.013 3.117  0.449
C: 3.616 -0.967 -2.042  -0.800
H: 5.718 1.208 -0.530  0.416
H: 3.601 -1.793 -2.740  0.360
H: 1.511 -3.643 -1.800  0.391
V: 0.489 0.726 0.263  -0.599

***

Entry 6:
Below is 2 unconnected molecules or ions with the total composition CH2O3S2 in a non-equilibrium geometry, with properties calculated with wB97M-V/def2-TZVPD.

## Properties
ΔE to the lowest compared entry with this formula, charge and spin (kcal/mol): 44.1
Energy (Ha): -1061.30341
HOMO-LUMO gap (eV): 8.18
HOMO energy (eV): -9.233

Last column: Mulliken charge in e.
Element x y z (Å)
S: 2.277 0.234 0.024  0.718
S: -1.259 -1.512 -0.112  -0.055
O: 1.645 1.385 -0.567  -0.370
O: 2.428 -0.898 -0.843  -0.354
H: -1.494 1.139 0.296  0.243
C: -0.691 -0.465 1.095  -0.100
O: -0.963 0.785 1.044  -0.152
H: -1.944 -0.668 -0.936  0.071

***

Entry 7:
Below is a molecular structure, C27H47ClN2O2Si2Y in a non-equilibrium geometry, with properties calculated with wB97M-V/def2-TZVPD.

## Properties
ΔE to the lowest compared entry with this formula, charge and spin (kcal/mol): 0.0
Energy (Ha): -2394.57117
Total charge: -1
HOMO-LUMO gap (alpha / beta) (eV): 3.20 / 3.27
HOMO energy (alpha / beta) (eV): -0.741 / -0.749

Last column: Mulliken charge in e.
Element x y z (Å)
H: -2.926 3.383 4.324  0.339
Y: 0.508 0.094 1.086  -0.646
H: -2.207 -3.105 -4.110  0.288
H: -0.319 1.059 6.099  0.291
C: 1.212 -1.215 4.502  -1.130
C: 1.186 -3.816 -0.635  -0.950
C: -1.205 -0.045 2.886  1.368
H: -1.761 2.432 5.260  0.333
H: -1.976 0.410 6.235  0.284
H: -2.013 2.312 0.993  -1.162
H: -0.354 -4.640 1.370  0.413
C: -0.460 2.852 -0.862  -0.015
N: 0.014 2.274 0.241  1.172
C: -0.682 -2.561 -0.680  0.272
C: -2.952 2.033 1.491  0.440
C: 1.022 -3.116 0.707  1.930
H: 1.516 -1.387 5.549  0.435
H: -4.872 1.351 3.920  0.335
H: -4.009 0.103 4.845  0.250
H: -1.094 -3.025 5.566  0.352
C: -2.053 2.714 4.243  -0.970
H: -2.600 -1.861 -0.289  0.112
H: 2.033 -3.425 -1.211  0.355
H: -0.607 -0.491 6.917  0.364
H: -0.943 -2.393 -5.131  0.407
C: 2.319 -2.463 1.164  -2.072
H: -1.236 3.298 3.801  0.184
H: 1.474 -2.123 3.944  0.289
C: 0.515 -4.091 1.761  -1.526
C: -1.569 -2.458 4.750  -1.191
C: 1.159 3.096 0.732  1.760
H: 2.366 3.538 -1.037  0.359
C: -1.487 -1.166 -3.464  0.779
Si: -2.525 1.249 3.150  -0.231
H: -3.510 1.334 0.850  0.168
H: 1.812 -0.369 4.136  0.292
C: -2.036 -2.164 -1.179  -1.551
H: 2.678 -1.767 0.393  0.390
N: -0.054 -2.125 0.405  0.387
C: -1.051 2.489 -4.476  -1.525
C: -1.774 2.650 -1.557  -1.600
C: -1.279 -2.513 -4.093  -1.482
H: -0.846 -0.104 -5.216  0.156
H: 0.480 3.385 2.774  -0.024
C: -1.369 1.274 -3.654  0.599
H: 0.226 -3.559 2.677  -0.118
H: -0.217 3.060 -4.051  0.211
H: 3.186 2.951 1.399  0.551
C: -2.008 -1.018 -2.164  0.890
C: -1.225 -0.004 -4.198  -1.026
H: -0.527 -3.101 -3.552  0.203
C: 1.491 3.921 -0.501  -1.029
H: -0.777 2.190 -5.493  0.426
H: -0.186 4.561 1.596  0.407
H: 3.065 -3.252 1.313  0.570
H: -2.563 2.655 -0.799  0.352
C: 0.704 3.984 1.882  -1.555
H: 1.515 4.681 2.133  0.531
H: 2.150 1.738 2.155  0.443
C: -4.126 0.544 3.845  -1.155
H: -1.928 3.539 -2.188  0.513
C: 2.354 2.266 1.198  -2.316
H: -2.612 -2.260 5.045  0.321
C: -2.537 0.240 -1.832  -0.613
H: -4.536 -0.227 3.176  0.283
H: -1.912 3.168 -4.557  0.302
C: -1.875 1.371 -2.346  1.020
H: 2.669 1.561 0.413  0.476
H: -2.513 -3.065 -1.601  0.438
H: 2.199 -1.939 2.128  0.202
O: 0.336 3.772 -1.379  -0.433
C: -0.923 0.140 6.067  -1.195
H: -1.586 -3.095 3.854  0.297
Si: -0.634 -0.839 4.473  0.327
H: 1.305 -4.812 2.007  0.464
H: -3.557 2.945 1.619  0.421
Cl: 1.639 -0.066 -1.235  -0.539
O: -0.033 -3.488 -1.363  -0.412
H: -1.668 -0.866 2.261  -0.301
H: -3.380 0.339 -1.138  0.422
H: 1.614 4.992 -0.290  0.300
H: 1.241 -4.909 -0.562  0.291

***

Entry 8:
Below is C6H15O3PS in the gas phase in a non-equilibrium geometry, with properties calculated with wB97M-V/def2-TZVPD.

## Properties
ΔE to the lowest compared entry with this formula, charge and spin (kcal/mol): 43.9
Energy (Ha): -1202.78046
HOMO-LUMO gap (eV): 9.11
HOMO energy (eV): -8.587

Last column: Mulliken charge in e.
Element x y z (Å)
H: 2.285 -1.095 -0.277  0.396
H: 2.110 -2.143 -1.505  0.414
H: -0.541 1.924 -0.227  0.093
H: 1.901 -0.474 1.947  0.384
H: -0.426 -2.316 -0.466  0.631
C: 1.494 1.503 -0.877  -0.960
C: 0.381 1.496 0.234  -0.351
H: 0.421 0.272 2.842  0.420
H: 0.964 1.471 -1.858  0.263
O: -1.610 -0.241 1.215  -0.761
H: -1.819 1.361 -1.643  0.444
H: 0.015 -1.336 -1.655  0.339
C: 1.765 -1.878 -0.564  -1.443
C: 0.298 -1.528 -0.564  -0.444
O: -2.694 -1.144 -0.965  -0.593
P: -0.179 -0.236 0.731  0.841
H: 0.704 1.987 1.190  0.431
H: -2.814 2.329 -0.439  0.343
H: 2.029 -2.737 0.178  0.262
H: 0.569 -1.456 2.697  0.389
O: -4.154 0.131 0.654  -0.576
C: 0.901 -0.534 2.234  -1.275
C: -2.715 1.429 -1.010  -0.876
H: 2.077 2.426 -1.003  0.362
S: -3.085 0.039 -0.259  1.063
H: 2.122 0.752 -0.610  0.203